[1]
{
  "formula": "C5H6O",
  "method": "ωB97M-V/def2-TZVPD",
  "elements": ["C", "C", "C", "C", "C", "O", "H", "H", "H", "H", "H", "H"],
  "xyz": [[-1.6669, 0.3403, -0.3020], [-0.6266, -0.7481, -0.0073], [0.7570, -0.2152, 0.0577], [2.0750, -0.3304, -0.2255], [1.6655, 0.7456, 0.5711], [2.0405, 1.7033, 1.2129], [-1.6926, 1.1128, 0.4741], [-1.4692, 0.8307, -1.2602], [-2.6584, -0.1184, -0.3559], [-0.6886, -1.5540, -0.7427], [-0.8335, -1.1844, 0.9795], [3.0979, -0.5823, -0.4016]],
  "forces_ev_per_a": [[-0.1, 0.0, 0.0], [0.0, -0.1, 0.0], [0.0, 0.1, 0.1], [0.2, 0.7, 0.8], [0.1, 0.5, 0.2], [-0.5, 0.1, 0.1], [0.1, -0.2, -0.1], [0.0, -0.1, 0.1], [0.1, 0.1, 0.0], [0.0, 0.0, 0.1], [0.0, 0.0, -0.2], [0.0, -1.2, -0.9]],
  "homo_lumo_gap_ev": 9.45,
  "e_tot_ha": -269.2587,
  "homo_ev": -8.64,
  "relative_energy_kcal_mol": 54.9,
  "spin_multiplicity": 1
}

[2]
{
  "formula": "C3H4N2OS",
  "method": "ωB97M-V/def2-TZVPD",
  "elements": ["O", "C", "C", "N", "S", "C", "N", "H", "H", "H", "H"],
  "xyz": [[-2.8104, -0.5166, 0.0136], [-1.5140, -0.1372, -0.0006], [-0.3746, -0.8932, -0.0108], [0.6592, 0.0489, -0.0075], [2.3252, -0.2778, -0.0774], [0.0740, 1.2754, 0.0004], [-1.2311, 1.2036, 0.0100], [-2.8634, -1.4847, -0.0157], [-0.1847, -1.9594, -0.0530], [2.5515, -0.4020, 1.2691], [0.6678, 2.1855, -0.0218]],
  "forces_ev_per_a": [[-0.1, -0.4, 0.0], [0.3, 0.1, 0.1], [0.0, 0.0, -0.1], [0.1, -0.2, 0.0], [-0.1, 0.0, 0.6], [0.1, 0.3, 0.0], [0.1, -0.3, 0.0], [0.0, 0.4, 0.0], [0.0, 0.3, 0.1], [-0.1, 0.1, -0.6], [-0.2, -0.3, 0.1]],
  "homo_lumo_gap_ev": 9.10,
  "e_tot_ha": -699.6321,
  "homo_ev": -8.57,
  "relative_energy_kcal_mol": 25.1,
  "spin_multiplicity": 1
}

[3]
{
  "formula": "C6H11BrSi",
  "method": "ωB97M-V/def2-TZVPD",
  "elements": ["C", "C", "C", "C", "C", "C", "Si", "Br", "H", "H", "H", "H", "H", "H", "H", "H", "H", "H", "H"],
  "xyz": [[0.2299, -2.2398, 0.4822], [1.3116, -1.8491, -0.1688], [-0.7462, -1.1489, 0.8181], [1.4819, -0.4379, -0.6536], [0.0745, 2.0434, 0.9567], [-1.5046, 0.8974, -1.3227], [-0.2002, 0.5089, -0.0439], [3.1289, 0.3734, -0.0113], [0.0412, -3.2189, 0.9015], [2.0543, -2.5166, -0.5349], [-1.6987, -1.3408, 0.6572], [-0.6740, -0.8522, 1.8989], [1.5668, -0.5070, -1.7436], [0.6964, 2.8841, 0.4636], [-0.7733, 2.6016, 1.0265], [0.4523, 1.7738, 1.9971], [-1.4995, 1.8203, -1.7168], [-1.5030, 0.3158, -2.1869], [-2.4383, 0.8924, -0.8195]],
  "forces_ev_per_a": [[-3.6, -0.2, 2.6], [2.5, 3.1, -3.0], [4.7, 1.9, 1.5], [-4.1, -3.7, -0.4], [3.5, -0.2, 0.4], [0.9, -1.4, 1.6], [0.5, -1.5, -0.9], [3.4, 1.7, 1.2], [0.2, -0.2, -0.3], [0.8, -0.6, 0.2], [-4.6, -1.2, -0.8], [0.1, -0.2, -0.5], [0.0, 0.9, 0.0], [-0.1, -1.8, 0.7], [-3.1, 1.1, 0.6], [-0.3, 0.7, -1.3], [0.6, 3.8, -1.1], [-0.2, -1.7, -1.1], [-1.1, -0.6, 0.5]],
  "homo_lumo_gap_ev": [4.80, 5.21],
  "e_tot_ha": -3098.5024,
  "homo_ev": [-4.05, -8.75],
  "relative_energy_kcal_mol": 46.7,
  "spin_multiplicity": 3
}

[4]
{
  "formula": "C24H24F3NO6S4",
  "method": "ωB97M-V/def2-TZVPD",
  "elements": ["C", "O", "C", "C", "C", "C", "C", "C", "S", "C", "C", "O", "C", "C", "H", "H", "H", "H", "H", "H", "H", "H", "H", "H", "H", "H", "H", "H", "F", "C", "F", "F", "S", "N", "S", "C", "C", "C", "C", "C", "C", "O", "O", "S", "C", "C", "C", "C", "C", "C", "O", "O", "H", "H", "H", "H", "H", "H", "H", "H", "H", "H"],
  "xyz": [[6.1230, 6.6640, 1.8439], [6.6050, 5.4677, 1.1832], [5.7473, 4.7390, 0.4159], [6.2487, 3.5048, -0.0595], [5.4395, 2.6783, -0.8188], [4.1170, 3.0299, -1.1346], [3.3888, 2.1882, -2.1555], [1.9587, 2.0218, -2.1538], [1.3121, 1.7093, -3.6906], [-0.3620, 2.4432, -3.7265], [2.0289, 2.9447, -4.8408], [4.0722, 1.6737, -3.0716], [3.6394, 4.2787, -0.7067], [4.4395, 5.1477, 0.0442], [6.8975, 6.8741, 2.5829], [6.0508, 7.4980, 1.1299], [5.1539, 6.5010, 2.3414], [7.2816, 3.2540, 0.1606], [5.8559, 1.7528, -1.2034], [1.3303, 2.1351, -1.2739], [-0.8731, 1.9274, -4.5451], [-0.8577, 2.2364, -2.7793], [-0.2675, 3.5152, -3.9239], [1.6549, 2.7113, -5.8458], [1.6997, 3.9474, -4.5392], [3.1125, 2.8346, -4.8104], [2.6344, 4.5814, -1.0061], [4.0771, 6.1450, 0.3085], [-0.7132, -0.1436, 2.2707], [-1.3759, -1.3314, 2.1773], [-1.2684, -1.9744, 3.3523], [-2.6935, -1.0627, 1.9784], [-0.6031, -2.2614, 0.7877], [-1.7576, -3.5991, 0.7836], [-1.4936, -5.1151, 1.7735], [-2.8920, -5.1518, 2.9075], [-2.5968, -5.3318, 4.2615], [-3.6414, -5.4970, 5.1708], [-4.9706, -5.4714, 4.7264], [-5.2541, -5.2931, 3.3664], [-4.2087, -5.1492, 2.4531], [-1.6344, -6.2070, 0.8468], [-0.2917, -4.9071, 2.5277], [-2.4679, -3.8282, -0.7488], [-2.8330, -2.1349, -1.1152], [-4.1144, -1.6255, -0.9103], [-4.3207, -0.2543, -1.0715], [-3.2527, 0.5798, -1.4265], [-1.9917, 0.0360, -1.6954], [-1.8134, -1.3407, -1.6490], [-1.4860, -4.3091, -1.6724], [-3.7241, -4.5025, -0.5250], [-1.5569, -5.3394, 4.5807], [-3.4051, -5.6491, 6.2273], [-5.7815, -5.6042, 5.4446], [-6.2906, -5.2772, 3.0193], [-4.4232, -5.0296, 1.3970], [-4.9109, -2.3052, -0.6192], [-5.3140, 0.1572, -0.8961], [-3.4060, 1.6548, -1.5045], [-1.1300, 0.6575, -1.9278], [-0.8914, -1.7941, -2.0159]],
  "forces_ev_per_a": [[0.3, -0.6, -0.5], [-0.5, 0.5, 0.2], [-0.7, -0.2, -0.6], [-0.5, 0.6, 0.2], [0.1, 0.2, 0.1], [0.0, 0.3, 0.0], [-0.5, -0.8, -0.4], [1.0, 1.2, 1.1], [-0.2, -0.1, -1.1], [0.4, -0.2, 0.1], [-0.1, 0.0, 0.0], [-0.2, 0.5, 0.2], [0.2, -0.4, -0.1], [0.8, -0.2, 0.3], [-0.2, 0.1, -0.1], [0.0, -0.2, 0.2], [0.3, 0.0, -0.2], [-0.2, -0.1, 0.1], [-0.2, 0.1, 0.0], [-0.1, 0.3, -0.5], [0.0, 0.2, 0.2], [0.1, 0.2, -0.2], [-0.2, -0.3, 0.2], [0.0, 0.0, 0.3], [0.2, -0.3, 0.0], [-0.1, 0.0, 0.1], [0.3, 0.0, 0.1], [0.1, -0.4, 0.0], [-0.5, -1.0, -0.1], [-0.2, 0.5, 0.0], [-0.1, 0.4, -0.6], [1.1, -0.3, 0.1], [-0.6, -1.5, 1.7], [0.9, 0.1, 0.6], [-0.2, 0.1, -0.5], [0.1, 0.0, 0.2], [0.0, 0.1, -0.2], [-0.2, 0.0, -0.2], [0.3, 0.0, -0.1], [0.3, 0.0, 0.3], [-0.2, 0.1, -0.1], [0.1, 0.9, 0.5], [-0.6, 0.1, -0.5], [-1.0, 0.4, -0.3], [-0.2, 0.2, -1.0], [0.4, 0.0, 0.3], [0.2, 0.0, -0.2], [0.0, -0.3, 0.2], [-0.3, -0.2, -0.2], [-0.2, 0.1, 0.0], [-0.2, 0.0, 0.3], [0.8, 0.0, -0.2], [-0.2, 0.0, 0.0], [-0.2, 0.1, -0.4], [0.2, 0.1, -0.2], [0.4, 0.0, 0.1], [0.1, 0.0, 0.1], [0.1, 0.2, 0.1], [0.3, 0.0, -0.1], [0.0, -0.2, 0.1], [-0.4, -0.2, -0.1], [-0.2, 0.1, 0.4]],
  "homo_lumo_gap_ev": 7.26,
  "e_tot_ha": -3327.3267,
  "homo_ev": -7.49,
  "relative_energy_kcal_mol": 1.9,
  "spin_multiplicity": 1
}